Density functional theory data (ωB97M-V/def2-TZVPD) for C50H41N9O3S3Ti as an isolated structure in a non-equilibrium geometry.

As for the charge: 0. Its HOMO-LUMO gap (alpha / beta) is 5.7 / 5.7 eV. The energy relative to the best compared isomer or geometry (same formula, charge and spin) comes out at 19.8 kcal per mole.

Positions of all 107 atoms, in Å:
Ti -1.047 0.960 -0.002
O -4.013 -4.162 3.423
C -4.658 -3.493 2.600
O -5.779 -3.656 2.098
C -3.886 -2.268 2.057
C -4.371 -1.532 0.982
C -3.561 -0.565 0.418
N -2.360 -0.298 0.933
C -1.957 -0.858 2.083
C -2.675 -1.891 2.644
C -0.778 -0.171 2.705
C -0.249 -0.535 3.926
C 0.777 0.244 4.458
C 1.247 1.331 3.747
C 0.682 1.614 2.508
N -0.308 0.884 2.014
C -3.907 0.329 -0.724
C -5.059 0.195 -1.467
C -5.310 1.136 -2.461
C -4.417 2.171 -2.658
C -3.265 2.221 -1.880
N -3.006 1.304 -0.955
H -5.358 -1.779 0.616
H -2.368 -2.434 3.527
H -0.646 -1.380 4.467
H 1.197 -0.007 5.423
H 2.037 1.963 4.129
H 1.006 2.450 1.896
H -5.744 -0.616 -1.273
H -6.206 1.061 -3.062
H -4.588 2.935 -3.403
H -2.532 3.009 -1.985
N -3.873 4.593 1.232
C -2.897 3.629 1.104
S -3.070 2.173 1.964
N -1.941 3.947 0.270
N -0.987 2.961 0.028
C 0.166 3.567 -0.416
C 0.376 5.039 -0.417
C 1.416 5.569 0.337
C 1.698 6.930 0.327
C 0.932 7.785 -0.446
C -0.113 7.268 -1.206
C -0.389 5.913 -1.188
C 1.064 2.722 -1.029
C 2.289 3.137 -1.663
C 3.026 2.266 -2.379
C 2.581 0.911 -2.489
C 1.455 0.534 -1.847
N 0.663 1.391 -1.103
H -4.464 4.528 2.042
H -3.612 5.514 0.918
H 2.015 4.904 0.949
H 2.511 7.318 0.926
H 1.142 8.846 -0.459
H -0.719 7.928 -1.812
H -1.213 5.521 -1.768
H 2.587 4.173 -1.578
H 3.934 2.589 -2.871
H 3.130 0.180 -3.066
H 1.095 -0.484 -1.884
N -0.973 1.330 -3.605
C -1.310 0.045 -3.367
N -1.362 -0.489 -2.182
C -1.803 -1.819 -2.279
C -1.928 -2.716 -1.222
C -2.415 -3.988 -1.465
C -2.755 -4.390 -2.757
C -2.597 -3.526 -3.826
C -2.119 -2.248 -3.570
S -1.808 -0.964 -4.702
H -0.498 1.822 -2.859
H -0.786 1.624 -4.548
H -1.631 -2.429 -0.227
H -2.534 -4.674 -0.637
H -3.137 -5.387 -2.926
H -2.841 -3.837 -4.832
O 0.454 -1.083 0.249
S 1.563 -1.331 1.255
C 1.598 -3.098 1.580
C 2.002 -3.976 0.434
C 1.276 -3.988 -0.750
C 1.671 -4.789 -1.809
C 2.799 -5.591 -1.692
C 3.524 -5.593 -0.509
C 3.127 -4.786 0.549
C 3.136 -1.146 0.415
C 4.243 -1.414 1.401
C 4.353 -0.649 2.560
C 5.370 -0.897 3.468
C 6.290 -1.908 3.224
C 6.191 -2.665 2.067
C 5.169 -2.421 1.160
H 0.591 -3.302 1.952
H 2.294 -3.202 2.415
H 0.400 -3.366 -0.842
H 1.087 -4.789 -2.720
H 3.104 -6.221 -2.516
H 4.394 -6.226 -0.405
H 3.692 -4.790 1.473
H 3.134 -0.114 0.061
H 3.164 -1.809 -0.451
H 3.641 0.144 2.749
H 5.448 -0.298 4.365
H 7.086 -2.099 3.931
H 6.908 -3.449 1.868
H 5.088 -3.015 0.258

***

Density functional theory data (ωB97M-V/def2-TZVPD) for C50H43As2ILiN4O4S3Sb as an isolated structure.

As for the charge: -2. Its HOMO-LUMO gap is 5.6 eV.

Positions of all 109 atoms, in Å:
Li -2.052 -0.439 -1.060
C 1.837 -0.820 -1.505
C 2.679 -0.849 -0.221
As 1.811 0.043 1.316
C 0.859 -1.511 2.033
C 0.452 -2.569 1.226
C -0.255 -3.638 1.765
C -0.570 -3.654 3.114
C -0.186 -2.593 3.925
C 0.518 -1.528 3.385
C 3.403 -0.095 2.464
C 4.092 1.077 2.768
C 5.265 1.041 3.515
C 5.760 -0.173 3.968
C 5.078 -1.348 3.672
C 3.908 -1.309 2.926
As 1.920 -2.519 -2.507
C 3.890 -2.665 -2.508
C 4.483 -3.653 -1.728
C 5.866 -3.746 -1.620
C 6.675 -2.848 -2.301
C 6.095 -1.860 -3.089
C 4.713 -1.770 -3.191
C 1.728 -1.813 -4.316
C 2.037 -2.659 -5.381
C 1.876 -2.232 -6.690
C 1.384 -0.956 -6.950
C 1.063 -0.115 -5.895
C 1.236 -0.538 -4.580
H 2.150 -0.012 -2.162
H 0.782 -0.635 -1.308
H 3.622 -0.322 -0.362
H 2.937 -1.856 0.112
H 0.647 -2.563 0.161
H -0.583 -4.441 1.117
H -1.147 -4.472 3.527
H -0.465 -2.578 4.971
H 0.796 -0.697 4.024
H 3.703 2.028 2.422
H 5.787 1.963 3.746
H 6.672 -0.205 4.553
H 5.457 -2.299 4.025
H 3.379 -2.230 2.707
H 3.854 -4.355 -1.191
H 6.311 -4.516 -1.001
H 7.754 -2.916 -2.217
H 6.721 -1.154 -3.622
H 4.270 -0.995 -3.806
H 2.403 -3.662 -5.184
H 2.118 -2.900 -7.509
H 1.241 -0.630 -7.973
H 0.657 0.873 -6.079
H 0.940 0.131 -3.773
S -0.503 1.622 -2.843
Sb -1.762 1.875 0.788
C -3.722 2.728 0.546
C -3.910 3.989 -0.013
C -5.189 4.465 -0.283
C -6.298 3.680 -0.013
C -6.125 2.405 0.512
C -4.849 1.932 0.774
C -0.737 3.777 0.914
C -1.167 4.804 1.755
C -0.447 5.987 1.855
C 0.720 6.161 1.116
C 1.158 5.148 0.276
C 0.430 3.965 0.177
C -1.900 1.846 2.969
C -3.090 1.899 3.694
C -3.083 1.917 5.085
C -1.885 1.888 5.782
C -0.689 1.840 5.078
C -0.702 1.816 3.690
H -3.056 4.604 -0.266
H -5.311 5.441 -0.737
H -7.294 4.042 -0.243
H -6.983 1.769 0.694
H -4.730 0.917 1.138
H -2.067 4.674 2.344
H -0.793 6.775 2.514
H 1.280 7.085 1.194
H 2.059 5.281 -0.312
H 0.768 3.185 -0.497
H -4.038 1.925 3.180
H -4.022 1.936 5.625
H -1.883 1.890 6.865
H 0.256 1.814 5.609
H 0.244 1.800 3.158
N -2.658 -1.332 0.631
C -3.209 -1.875 1.492
C -3.908 -2.515 2.530
C -4.526 -3.768 2.277
N -5.032 -4.790 2.084
C -3.923 -2.011 3.856
N -3.968 -1.647 4.953
N -3.481 -2.169 -2.790
C -2.146 -2.033 -3.033
O -1.320 -1.824 -2.151
C -1.730 -2.299 -4.461
I -1.379 -4.432 -4.681
H -3.732 -1.975 -1.828
H -4.082 -1.658 -3.431
H -0.781 -1.842 -4.699
H -2.503 -2.058 -5.180
O -3.355 0.580 -1.671
S -3.735 1.141 -2.994
O -4.118 2.530 -2.912
O -4.690 0.279 -3.698
S -1.972 0.998 -4.131

***

Density functional theory data (ωB97M-V/def2-TZVPD) for C50H43FN3PS2Se2W as an isolated structure in a non-equilibrium geometry.

As for the charge: +2. Its HOMO-LUMO gap (alpha / beta) is 6.3 / 6.2 eV. As for the spin multiplicity: 3. The energy relative to the best compared isomer or geometry (same formula, charge and spin) comes out at 18.7 kcal per mole.

Positions of all 103 atoms, in Å:
W -0.387 0.111 -0.068
S 5.922 -0.023 3.598
C 6.906 -1.323 3.098
C 6.251 -2.179 2.258
C 4.926 -1.774 2.011
C 4.594 -0.615 2.675
C 3.328 0.087 2.650
C 2.405 -0.213 1.622
N 1.225 0.418 1.503
C 0.865 1.346 2.452
C 1.714 1.704 3.512
C 1.277 2.682 4.463
C 0.048 3.245 4.365
C -0.844 2.873 3.304
C -2.139 3.399 3.170
C -2.978 3.005 2.120
C -2.474 2.053 1.210
N -1.238 1.531 1.319
C -0.418 1.932 2.350
C -4.314 3.537 1.936
C -5.239 3.191 0.973
C -6.432 3.931 1.079
C -6.398 4.827 2.116
S -4.921 4.778 2.966
C 2.967 1.063 3.585
H 7.916 -1.390 3.449
H 6.699 -3.061 1.840
H 4.252 -2.323 1.380
H 2.647 -0.958 0.874
H 1.945 2.957 5.263
H -0.283 3.977 5.085
H -2.480 4.114 3.905
H -3.080 1.695 0.380
H -5.085 2.438 0.223
H -7.273 3.812 0.424
H -7.163 5.514 2.422
H 3.635 1.327 4.389
C 1.060 -2.842 -1.086
C 1.971 -2.367 -2.206
C 1.162 -2.104 -3.471
C 2.882 -1.230 -1.751
C 4.234 -1.563 -1.678
C 5.188 -0.651 -1.290
C 4.799 0.639 -0.998
C 3.472 1.054 -1.060
C 3.308 2.550 -0.802
C 3.252 3.370 -2.096
C 2.234 3.000 0.180
C 2.490 0.084 -1.401
N 1.069 0.466 -1.400
C 0.720 1.278 -2.528
C 1.315 1.168 -3.791
C 0.926 2.006 -4.822
C -0.050 2.975 -4.631
C -0.650 3.115 -3.391
C -0.248 2.256 -2.395
F -0.805 2.362 -1.096
H 0.428 -3.684 -1.392
H 0.384 -2.003 -0.859
H 1.599 -3.108 -0.173
H 2.654 -3.194 -2.435
H 0.407 -1.324 -3.325
H 0.645 -3.015 -3.760
H 1.802 -1.814 -4.301
H 4.533 -2.564 -1.947
H 6.226 -0.933 -1.229
H 5.552 1.362 -0.721
H 4.258 2.823 -0.327
H 2.274 3.363 -2.554
H 3.971 3.010 -2.827
H 3.497 4.404 -1.869
H 1.239 2.624 -0.062
H 2.178 4.087 0.167
H 2.484 2.702 1.193
H 2.100 0.445 -3.946
H 1.401 1.907 -5.785
H -0.341 3.621 -5.441
H -1.403 3.862 -3.193
Se -1.144 -1.626 1.622
P -2.483 -2.233 -0.015
Se -2.202 -0.625 -1.474
C -2.201 -3.874 -0.666
C -1.472 -4.816 0.058
C -1.312 -6.093 -0.457
C -1.851 -6.412 -1.691
C -2.566 -5.465 -2.418
C -2.748 -4.192 -1.908
C -4.180 -2.108 0.482
C -4.689 -3.098 1.320
C -6.008 -3.034 1.725
C -6.815 -1.995 1.282
C -6.301 -1.017 0.440
C -4.979 -1.072 0.040
H -1.034 -4.553 1.015
H -0.766 -6.836 0.104
H -1.716 -7.404 -2.093
H -2.983 -5.721 -3.382
H -3.314 -3.460 -2.466
H -4.065 -3.916 1.658
H -6.409 -3.796 2.377
H -7.850 -1.952 1.586
H -6.933 -0.216 0.088
H -4.574 -0.306 -0.631